# 1
ORCA calculation (the ωB97M-V functional and the def2-TZVPD basis) on C27H44N6O4ReS as an isolated structure.

```
83
Properties=species:S:1:pos:R:3:forces:R:3
Re -0.819 -0.487 -1.220 0.244 0.273 0.166
C -0.526 -1.942 2.515 -0.018 -0.025 -0.032
C -0.900 -0.948 3.616 -0.005 -0.020 -0.009
C -1.810 0.157 3.062 0.028 0.030 0.015
C 0.305 -0.438 4.393 0.018 0.000 -0.016
C 0.405 -0.780 5.733 -0.029 0.062 -0.006
C 1.489 -0.365 6.489 0.000 -0.005 0.007
C 2.495 0.389 5.911 0.021 0.013 -0.021
C 2.445 0.757 4.571 0.063 0.002 0.061
C 3.543 1.602 3.957 0.029 -0.042 0.012
C 4.874 1.544 4.705 -0.029 -0.017 0.019
C 3.075 3.059 3.838 -0.020 0.018 0.013
C 1.333 0.336 3.822 -0.001 -0.073 0.011
N 1.161 0.600 2.456 -0.190 -0.093 0.092
C 1.773 1.238 1.614 0.057 0.156 -0.111
C 1.863 0.652 -0.802 -0.050 0.019 -0.029
C 3.169 0.781 -1.146 0.036 0.011 0.063
C 3.251 0.128 -2.406 -0.012 0.028 -0.010
C 1.996 -0.313 -2.757 0.001 0.027 -0.027
N 1.112 -0.005 -1.731 -0.081 -0.124 0.011
C 1.569 -0.921 -4.077 0.008 0.001 0.006
C 2.374 -0.261 -5.206 -0.005 0.016 0.001
C 0.087 -0.653 -4.340 -0.053 -0.025 -0.018
C 1.836 -2.432 -4.118 0.000 -0.003 0.027
H -1.423 -2.449 2.140 -0.015 -0.010 -0.011
H 0.145 -2.717 2.884 0.000 -0.006 0.010
H -0.037 -1.433 1.681 -0.005 -0.013 0.016
H -1.490 -1.500 4.351 0.008 0.013 0.026
H -1.418 0.555 2.124 0.050 0.030 -0.022
H -1.907 0.993 3.755 -0.021 -0.034 0.024
H -2.817 -0.251 2.896 0.030 -0.006 -0.025
H -0.374 -1.378 6.190 0.004 -0.001 0.007
H 1.555 -0.637 7.534 0.001 -0.002 -0.007
H 3.338 0.689 6.514 0.029 0.016 0.015
H 3.743 1.195 2.959 0.034 0.000 0.114
H 4.816 2.042 5.673 -0.012 -0.003 0.007
H 5.638 2.062 4.125 -0.002 0.001 -0.003
H 5.207 0.518 4.862 -0.001 0.000 -0.002
H 2.978 3.490 4.835 0.010 -0.007 -0.005
H 2.103 3.161 3.351 0.002 0.003 0.005
H 3.803 3.657 3.287 0.005 0.003 -0.007
H 2.655 1.864 1.573 -0.094 -0.019 -0.052
H 3.958 1.288 -0.615 0.000 -0.004 0.002
H 4.141 0.049 -3.006 0.015 0.003 -0.003
H 2.229 0.820 -5.209 0.000 -0.001 -0.003
H 2.055 -0.657 -6.171 -0.006 -0.003 0.000
H 3.440 -0.461 -5.106 0.000 -0.009 0.011
H -0.138 0.414 -4.313 0.006 0.013 0.008
H -0.564 -1.166 -3.616 0.045 0.025 -0.040
H -0.191 -1.031 -5.326 -0.004 0.000 -0.001
H 2.892 -2.641 -3.942 -0.001 0.004 -0.005
H 1.567 -2.837 -5.096 0.005 0.010 -0.008
H 1.261 -2.959 -3.358 0.000 -0.009 -0.018
O 0.623 3.224 -1.204 -0.019 0.069 0.036
S -0.080 2.521 -0.203 -0.012 -0.217 -0.071
O -0.389 3.068 1.067 0.003 0.048 0.022
O 1.131 1.201 0.280 0.157 0.157 -0.203
O -1.126 1.592 -0.702 0.034 -0.237 -0.064
N -5.729 1.555 0.656 -0.013 0.002 0.004
C -5.020 0.231 0.476 -0.029 0.036 0.023
C -3.648 0.477 -0.140 0.026 -0.043 0.056
N -2.847 -0.755 -0.256 -0.100 -0.028 -0.011
H -6.672 1.427 1.032 0.021 0.004 -0.001
H -5.818 2.058 -0.233 -0.002 -0.013 0.013
H -5.219 2.165 1.302 0.000 -0.013 -0.016
H -5.663 -0.387 -0.149 0.005 0.004 -0.012
H -4.948 -0.217 1.466 0.006 -0.011 -0.005
H -3.082 1.172 0.479 0.005 0.019 -0.015
H -3.742 0.927 -1.130 -0.007 -0.023 -0.016
H -3.362 -1.484 -0.743 -0.019 0.017 0.013
H -2.633 -1.110 0.678 0.016 -0.013 -0.034
C -2.155 -3.615 -2.621 0.008 -0.007 -0.015
C -0.854 -3.578 -1.902 0.015 -0.037 0.034
N -0.281 -2.526 -1.331 -0.184 0.064 0.003
C 0.912 -2.962 -0.765 0.005 0.025 -0.030
C 1.047 -4.285 -1.004 -0.028 -0.034 0.039
N -0.071 -4.654 -1.717 0.004 -0.006 -0.026
H -2.396 -2.626 -3.007 -0.003 0.012 0.013
H -2.955 -3.957 -1.961 -0.007 -0.005 -0.004
H -2.110 -4.301 -3.466 0.001 0.001 0.004
H 1.585 -2.284 -0.269 0.001 -0.001 -0.001
H 1.827 -4.980 -0.753 0.001 0.000 0.009
H -0.267 -5.576 -2.072 0.017 0.011 0.002
```
Forces are in eV/Å.

Output
Spin multiplicity = 4
E_HOMO (spin up / spin down) = -12.40 / -12.10 eV
Net charge = +2
HOMO-LUMO gap (spin up / spin down) = 6.578 / 6.268 eV

Atomic partial charges in e from the Löwdin method, atoms 1 to 5: Re 1.331; C -0.070; C -0.352; C -0.060; C -0.132

# 2
ORCA calculation (the ωB97M-V functional and the def2-TZVPD basis) on one molecule with the formula C27H44O.

```
72
Properties=species:S:1:pos:R:3:forces:R:3
C -2.909 -3.074 0.271 -0.270 -0.102 0.004
C -4.380 -2.950 -0.117 -0.004 0.079 0.006
C -4.528 -2.959 -1.638 -0.047 -0.088 0.281
C -5.085 -1.743 0.523 0.014 -0.075 -0.181
C -4.581 -0.343 0.139 0.036 -0.127 0.280
C -3.521 0.191 1.107 0.035 0.189 -0.169
C -2.974 1.603 0.817 -0.025 0.114 -0.041
C -4.106 2.567 0.451 0.202 -0.104 0.206
C -1.833 1.722 -0.219 0.065 -0.157 0.193
C -1.786 0.696 -1.357 -0.034 0.103 -0.032
C -0.337 0.716 -1.875 -0.007 0.083 -0.060
C 0.438 1.676 -0.955 0.101 -0.034 0.158
C 1.927 1.351 -0.754 -0.117 -0.087 -0.301
C 2.626 1.243 -2.111 -0.016 0.028 0.239
C 3.956 0.573 -2.038 -0.085 0.060 -0.084
C 4.412 -0.086 -0.985 0.017 0.049 -0.045
C 5.728 -0.828 -1.062 0.230 0.215 -0.250
C 6.302 -1.204 0.278 0.006 -0.134 -0.091
O 7.457 -1.016 0.572 0.056 0.006 0.039
C 5.326 -1.884 1.208 -0.021 -0.076 0.232
C 3.867 -1.608 0.847 0.007 0.095 0.023
C 3.667 -0.173 0.326 -0.299 -0.109 -0.086
C 4.299 0.832 1.302 -0.087 -0.134 -0.088
C 2.157 0.100 0.103 0.165 0.304 0.231
C 1.391 0.255 1.420 -0.150 -0.240 -0.207
C -0.100 0.458 1.172 0.152 0.173 0.020
C -0.390 1.714 0.345 -0.135 0.275 -0.146
C -0.106 2.979 1.152 -0.020 -0.264 -0.115
H -2.515 -4.033 -0.063 0.098 -0.072 -0.033
H -2.786 -3.012 1.350 0.099 0.019 0.125
H -2.316 -2.292 -0.197 0.139 0.137 -0.033
H -4.897 -3.837 0.269 0.031 0.055 -0.024
H -3.968 -2.145 -2.093 0.072 0.108 -0.094
H -5.572 -2.859 -1.923 -0.116 0.013 -0.105
H -4.149 -3.894 -2.046 0.040 -0.074 -0.102
H -6.140 -1.814 0.247 -0.040 -0.028 0.069
H -5.033 -1.849 1.610 -0.069 -0.001 0.076
H -4.208 -0.349 -0.881 -0.006 0.076 -0.160
H -5.436 0.333 0.163 0.016 0.057 -0.098
H -3.982 0.225 2.099 0.027 -0.063 0.048
H -2.691 -0.508 1.172 0.069 -0.126 0.085
H -2.560 1.957 1.768 -0.009 0.005 -0.008
H -4.925 2.481 1.162 -0.178 0.026 0.034
H -3.746 3.594 0.475 0.013 0.105 -0.033
H -4.486 2.362 -0.546 -0.103 -0.002 -0.137
H -1.950 2.706 -0.687 0.064 0.051 -0.008
H -2.497 0.949 -2.142 -0.084 -0.108 -0.013
H -2.032 -0.298 -0.994 -0.095 -0.081 0.009
H 0.091 -0.285 -1.840 0.043 -0.071 -0.084
H -0.299 1.056 -2.910 0.076 -0.089 -0.026
H 0.392 2.676 -1.404 -0.040 0.040 0.034
H 2.368 2.199 -0.221 0.039 0.006 0.040
H 2.737 2.240 -2.547 -0.067 0.010 -0.056
H 2.010 0.664 -2.806 -0.070 0.065 -0.050
H 4.539 0.601 -2.951 0.190 -0.067 -0.071
H 5.560 -1.770 -1.598 0.030 -0.072 0.023
H 6.465 -0.255 -1.628 0.008 -0.128 0.057
H 5.529 -2.958 1.162 0.060 0.000 0.022
H 5.551 -1.569 2.229 0.079 -0.010 -0.055
H 3.249 -1.784 1.728 -0.046 -0.032 -0.025
H 3.537 -2.303 0.071 -0.081 -0.021 -0.004
H 5.384 0.778 1.255 0.093 0.103 0.099
H 3.992 0.627 2.325 -0.005 0.013 0.166
H 4.014 1.848 1.045 0.001 0.110 -0.001
H 1.754 -0.767 -0.433 -0.017 -0.083 -0.033
H 1.784 1.103 1.978 0.093 0.041 0.092
H 1.517 -0.636 2.037 0.061 0.041 0.093
H -0.478 -0.419 0.648 -0.120 -0.169 -0.010
H -0.617 0.525 2.132 -0.133 -0.059 0.012
H -0.377 3.863 0.578 -0.020 0.115 -0.079
H -0.678 2.987 2.078 -0.049 0.041 0.152
H 0.946 3.055 1.409 0.139 0.076 0.090
```
Forces are in eV/Å.

Output
SMILES = CC(C)CCC[C@H](C)[C@@H]1CC[C@@H]2[C@@H]3CC=C4CC(=O)CC[C@]4(C)[C@H]3CC[C@@]21C
Spin multiplicity = 1
E_HOMO = -8.98 eV
Net charge = 0
HOMO-LUMO gap = 9.636 eV

Atomic partial charges in e from the natural (NBO) method, atoms 1 to 5: C -0.607; C -0.207; C -0.608; C -0.390; C -0.411

Per-record energy relative to the best compared isomer or geometry (same formula, charge and spin), kcal/mol: 123.2; 3.3